No. 1
The following is a quantum chemistry calculation of a single C2H6N2S molecule in a non-equilibrium geometry, from the Open Molecules 2025 dataset.

Computed properties:
**SMILES string**: NCC(N)=S
**Electronic energy**: -587.49543 a.u.
**2S+1**: 1
**LUMO**: 0.606 eV
**HOMO-LUMO gap**: 8.71 eV

Structure (XYZ):
```
11
C2H6N2S, DFT ωB97M-V with the def2-TZVPD basis set
N -1.353 -0.270 -0.277
C -0.066 -0.786 0.203
C 1.035 0.150 -0.073
N 0.617 1.367 0.042
S 2.645 -0.346 -0.111
H -2.049 -0.094 0.425
H -1.723 -0.813 -1.044
H 0.186 -1.757 -0.289
H -0.136 -1.056 1.286
H 1.207 2.133 -0.223
H -0.362 1.473 0.062
```

Atomic partial charges in e from the natural (NBO) method, atoms 1 to 8: -0.88, -0.32, 0.15, -0.74, -0.23, 0.37, 0.38, 0.23

***

No. 2
The following is a quantum chemistry calculation of a single C5H9N molecule in a non-equilibrium geometry, from the Open Molecules 2025 dataset.

Computed properties:
**SMILES string**: CC(C)CC#N
**Electronic energy**: -250.65635 a.u.
**2S+1**: 1
**LUMO**: 0.909 eV
**HOMO-LUMO gap**: 12.28 eV

Structure (XYZ):
```
15
C5H9N, DFT ωB97M-V with the def2-TZVPD basis set
C 1.271 -0.867 0.390
C -0.119 -0.240 0.522
C -0.048 1.294 0.650
C -1.038 -0.679 -0.658
C -0.810 0.265 -1.753
N -0.535 1.206 -2.368
H 1.215 -1.962 0.339
H 1.888 -0.603 1.256
H 1.784 -0.512 -0.511
H -0.591 -0.644 1.428
H 0.785 1.585 1.294
H -0.976 1.691 1.077
H 0.110 1.800 -0.315
H -2.098 -0.623 -0.379
H -0.837 -1.712 -0.970
```

Atomic partial charges in e from the natural (NBO) method, atoms 1 to 8: -0.61, -0.20, -0.63, -0.51, 0.30, -0.35, 0.21, 0.22

***

No. 3
The following is a quantum chemistry calculation of a molecular structure, FHO2S in a non-equilibrium geometry, from the Open Molecules 2025 dataset.

Computed properties:
**Electronic energy**: -648.85639 a.u.
**2S+1**: 1
**LUMO (spin up / spin down)**: -1.351 / -1.139 eV
**HOMO-LUMO gap (spin up / spin down)**: 8.81 / 8.92 eV

Structure (XYZ):
```
5
FHO2S, DFT ωB97M-V with the def2-TZVPD basis set
O -2.788 0.354 0.068
O -1.441 1.147 -0.509
F -2.710 -0.995 0.127
S -0.128 1.153 0.278
H 0.513 -0.120 -0.290
```

Listed below, in e, are the natural (NBO) charges computed for each atom: 0.03, -0.51, -0.12, 0.53, 0.08

***

No. 4
The following is a quantum chemistry calculation of a molecular structure, C17H23BCl2NO4RuS in a non-equilibrium geometry, from the Open Molecules 2025 dataset.

Computed properties:
**Electronic energy**: -2454.58060 a.u.
**Net charge**: +3
**2S+1**: 5
**LUMO (spin up / spin down)**: -10.011 / -12.672 eV
**HOMO-LUMO gap (spin up / spin down)**: 8.16 / 5.50 eV

Structure (XYZ):
```
50
C17H23BCl2NO4RuS, DFT ωB97M-V with the def2-TZVPD basis set
Ru -0.110 0.993 -0.367
O 2.242 0.555 -0.851
C 2.995 -0.169 0.131
C 3.677 0.778 1.123
C 2.673 1.813 1.661
C 1.535 1.192 2.413
C 1.631 0.919 3.780
C 0.543 0.410 4.461
C -0.640 0.166 3.765
C -0.656 0.415 2.406
N 0.409 0.905 1.757
H 2.840 0.850 -1.554
H 3.731 -0.809 -0.362
H 2.270 -0.797 0.658
H 4.490 1.317 0.633
H 4.107 0.194 1.937
H 2.268 2.373 0.809
H 3.202 2.506 2.316
H 2.564 1.119 4.284
H 0.602 0.198 5.521
H -1.522 -0.219 4.257
H -1.546 0.199 1.804
C -4.252 -0.135 -1.668
S -3.377 1.349 -1.100
C -3.982 2.528 -2.339
O -1.913 1.085 -1.512
H -4.024 -0.324 -2.714
H -5.319 0.040 -1.539
H -3.953 -0.983 -1.056
H -5.010 2.769 -2.071
H -3.949 2.103 -3.338
H -3.389 3.437 -2.298
Cl 0.273 3.276 -1.156
C 0.592 5.032 -1.142
Cl 0.348 5.726 -2.752
H 1.628 5.187 -0.832
H -0.113 5.481 -0.439
O 0.596 -1.652 -1.560
B -0.224 -1.058 -0.627
O -0.988 -2.004 0.022
C -0.619 -3.210 -0.481
C -1.040 -4.486 -0.153
C -0.455 -5.530 -0.859
C 0.515 -5.306 -1.864
C 0.934 -4.030 -2.204
C 0.368 -2.980 -1.492
H -1.783 -4.662 0.608
H -0.759 -6.546 -0.652
H 0.932 -6.157 -2.383
H 1.660 -3.858 -2.982
```

Atomic partial charges in e from the natural (NBO) method, atoms 1 to 8: 1.18, -0.77, -0.07, -0.42, -0.45, 0.26, -0.21, -0.09

***

No. 5
The following is a quantum chemistry calculation of a molecular structure, C12H14O10Rb in a non-equilibrium geometry, from the Open Molecules 2025 dataset.

Computed properties:
**Electronic energy**: -1242.19320 a.u.
**Net charge**: -1
**2S+1**: 1
**LUMO**: 1.218 eV
**HOMO-LUMO gap**: 3.48 eV

Structure (XYZ):
```
37
C12H14O10Rb, DFT ωB97M-V with the def2-TZVPD basis set
Rb -0.586 0.481 -0.331
C -3.270 2.148 1.860
C -2.493 3.160 1.300
C -2.940 4.640 1.454
O -2.209 5.491 0.913
C -4.133 4.887 2.159
C -4.864 3.865 2.820
C -4.432 2.401 2.641
O -5.122 1.505 3.117
O -5.853 4.094 3.516
O -1.485 2.909 0.582
H -2.907 1.119 1.811
H -4.352 5.933 2.332
C 2.148 0.237 -4.325
O 2.155 -1.195 -4.222
C 1.337 -1.696 -3.304
O 0.635 -1.060 -2.560
O 1.485 -3.018 -3.297
C 0.675 -3.749 -2.384
H 1.182 0.584 -4.687
H 2.924 0.481 -5.042
H 2.358 0.679 -3.354
H -0.155 -4.212 -2.912
H 0.254 -3.108 -1.606
H 1.279 -4.482 -1.854
C 3.711 -2.221 -0.576
O 3.285 -2.580 0.723
C 2.236 -1.922 1.214
O 1.541 -1.151 0.599
O 2.050 -2.310 2.464
C 1.177 -1.523 3.274
H 3.387 -2.956 -1.317
H 4.796 -2.169 -0.615
H 3.306 -1.256 -0.885
H 0.304 -1.187 2.719
H 1.714 -0.664 3.676
H 0.862 -2.157 4.096
```

Atomic partial charges in e from the Mulliken method, atoms 1 to 8: 0.95, -0.64, 0.89, 0.53, -0.78, -0.87, 0.51, 0.32

***

No. 6
The following is a quantum chemistry calculation of 2 unconnected molecules or ions with the total composition C6H14N2O2 in a non-equilibrium geometry, from the Open Molecules 2025 dataset.

Computed properties:
**Electronic energy**: -496.57774 a.u.
**Net charge**: +1
**2S+1**: 2
**LUMO (spin up / spin down)**: -3.693 / -9.637 eV
**HOMO-LUMO gap (spin up / spin down)**: 9.49 / 2.80 eV

Structure (XYZ):
```
24
C6H14N2O2, DFT ωB97M-V with the def2-TZVPD basis set
C -1.336 1.836 -1.275
C 2.445 0.981 -1.540
C -0.048 1.177 -1.678
O -0.115 0.229 -2.397
N 1.174 1.750 -1.341
H -1.003 2.491 -0.270
H 1.286 2.629 -0.670
H 3.251 1.693 -1.804
H -1.735 2.694 -1.834
H -2.129 1.040 -1.035
H 2.541 0.238 -0.810
H 2.499 0.422 -2.637
C -1.761 -2.515 0.477
C 0.644 -0.190 2.347
C -0.207 -1.571 2.003
O -0.262 -2.347 2.937
N -0.847 -1.476 0.787
H -0.797 -0.718 0.207
H -2.550 -2.349 -0.114
H 0.958 -0.263 3.298
H -1.175 -3.382 0.046
H -2.156 -2.844 1.526
H 1.428 -0.074 1.625
H -0.104 0.550 2.152
```

Atomic partial charges in e from the natural (NBO) method, atoms 1 to 8: -0.72, -0.49, 0.59, -0.37, -0.26, 0.21, 0.46, 0.27

***

What did the second record say?
The following is a quantum chemistry calculation of a single C5H9N molecule in a non-equilibrium geometry, from the Open Molecules 2025 dataset.

Computed properties:
**SMILES string**: CC(C)CC#N
**Electronic energy**: -250.65635 a.u.
**2S+1**: 1
**LUMO**: 0.909 eV
**HOMO-LUMO gap**: 12.28 eV

Structure (XYZ):
```
15
C5H9N, DFT ωB97M-V with the def2-TZVPD basis set
C 1.271 -0.867 0.390
C -0.119 -0.240 0.522
C -0.048 1.294 0.650
C -1.038 -0.679 -0.658
C -0.810 0.265 -1.753
N -0.535 1.206 -2.368
H 1.215 -1.962 0.339
H 1.888 -0.603 1.256
H 1.784 -0.512 -0.511
H -0.591 -0.644 1.428
H 0.785 1.585 1.294
H -0.976 1.691 1.077
H 0.110 1.800 -0.315
H -2.098 -0.623 -0.379
H -0.837 -1.712 -0.970
```

Atomic partial charges in e from the natural (NBO) method, atoms 1 to 8: -0.61, -0.20, -0.63, -0.51, 0.30, -0.35, 0.21, 0.22

***

The highest electronic energy belongs to which entry? C5H9N

***

electronic energy of number 3 (FHO2S)? -648.85639 a.u.

***

Among the records above, which one has the highest electronic energy? C5H9N